Below is a 3-piece molecular cluster, C27H34BrF17IN4O8P overall at a distorted geometry, with properties calculated with the ωB97M-V functional and the def2-TZVPD basis.

```
93
Properties=species:S:1:pos:R:3:mulliken_charge:R:1
C 6.87 -2.16 2.95 -0.7908
C 5.53 -1.69 2.80 -0.1954
C 3.97 -1.10 2.70 0.6949
F 3.30 -1.95 1.71 -0.0778
Br 3.15 -1.63 4.50 -0.0692
O 4.07 0.30 2.48 -0.2770
C 3.06 0.97 1.70 1.0865
C 3.27 0.73 0.06 -1.1060
O 2.34 -0.24 -0.52 0.3604
O 2.68 -0.63 -1.72 -0.5019
C 1.48 0.70 2.18 -1.0749
I 1.08 1.56 4.20 -0.0235
O 0.58 1.42 1.29 0.1553
C -0.75 0.88 1.13 -0.1860
C -1.76 2.22 1.15 -0.0452
C -1.98 2.86 2.64 -0.3331
C -3.49 3.58 2.72 -0.6170
N -4.52 2.47 2.58 -0.4052
N -1.29 -0.04 2.17 0.0980
C -2.75 -0.39 2.01 0.0544
C -2.99 -2.03 2.23 -0.9596
C -0.83 0.29 -0.43 0.3151
C -0.70 -1.30 -0.56 -0.1192
C -0.82 -2.01 -2.02 -0.6640
C -1.07 -0.88 -3.17 -0.3714
C -1.12 0.67 -2.76 -0.2664
N -1.01 1.36 -1.45 -0.4149
P 3.53 2.87 1.86 1.0756
N 4.05 3.27 3.33 -0.8875
O 2.23 3.94 1.46 -0.4726
O 4.92 3.11 0.78 -0.5943
H 7.94 -2.36 3.43 0.3437
H 4.35 0.30 -0.07 0.4928
H 3.12 1.75 -0.54 0.3246
H 3.63 -0.94 -1.76 0.2686
H 1.31 -0.45 2.27 0.6316
H -1.26 3.09 0.51 0.5200
H -2.78 1.99 0.57 -0.5427
H -1.96 2.10 3.53 0.1643
H -1.21 3.71 2.86 0.1684
H -3.59 4.02 3.83 0.3764
H -3.55 4.41 1.89 0.1296
H -5.41 2.73 3.07 0.2634
H -4.71 2.25 1.57 0.2973
H -0.79 -0.95 2.27 0.2457
H -3.21 -0.16 0.96 -0.1196
H -3.34 0.12 2.91 0.3145
H -2.16 -2.53 2.90 0.2756
H -4.08 -2.22 2.64 0.3412
H -2.97 -2.48 1.13 0.2196
H -0.53 -1.98 0.38 0.3034
H -0.75 -3.16 -2.25 0.3325
H -1.21 -1.21 -4.29 0.3118
H -1.26 1.42 -3.68 0.2820
H 3.99 2.43 3.95 0.2772
H 2.04 4.55 2.24 0.3281
H 5.70 3.45 1.29 0.3572
C 4.41 -4.16 -1.22 -0.5263
C 4.52 -5.69 -1.15 0.8581
C 5.50 -6.21 -0.10 0.1288
F 6.77 -5.80 -0.33 -0.2038
F 5.53 -7.57 -0.12 -0.2900
F 4.82 -6.17 -2.39 -0.2862
F 3.28 -6.17 -0.85 -0.3265
O 5.18 -3.51 -2.23 -0.4256
C 6.54 -3.24 -1.89 0.7695
C 7.54 -4.01 -2.77 0.1853
F 7.36 -5.35 -2.67 -0.2112
F 8.82 -3.76 -2.38 -0.2649
F 6.72 -3.46 -0.57 -0.2784
F 6.70 -1.90 -2.07 -0.2956
H 3.37 -3.94 -1.49 0.4364
H 4.54 -3.68 -0.24 0.2012
H 5.20 -5.91 0.90 0.2836
H 7.43 -3.73 -3.82 0.2388
C -7.88 1.79 -1.84 -0.6855
C -8.33 2.60 -3.07 0.8593
C -7.52 2.34 -4.34 0.0922
F -6.22 2.66 -4.20 -0.1907
F -7.99 3.10 -5.37 -0.2857
F -8.34 3.92 -2.75 -0.2717
F -9.63 2.26 -3.32 -0.3338
O -7.02 2.47 -0.92 -0.3809
C -5.63 2.45 -1.25 0.5668
C -5.07 3.84 -1.54 0.4299
F -5.71 4.44 -2.58 -0.2441
F -3.76 3.77 -1.89 -0.2224
F -5.43 1.57 -2.26 -0.3180
F -5.01 1.91 -0.17 -0.4441
H -8.79 1.58 -1.26 0.4129
H -7.49 0.80 -2.11 0.3137
H -7.59 1.29 -4.65 0.2829
H -5.16 4.49 -0.67 0.1314
```

Structure (SMILES) = C#C[C@@](F)(Br)O[C@@](COO)([C@@H](I)O[C@](CCCN)(NCC)c1ccccn1)P(=N)(O)O.FC(F)C(F)(F)COC(F)(F)C(F)F.FC(F)C(F)(F)COC(F)(F)C(F)F
LUMO = -0.553 eV
Spin multiplicity = 1
Relative energy (zero: lowest compared OMol25 entry of this formula, charge and spin) = 141.7 kcal/mol
Kohn-Sham gap = 7.97 eV

=====

Below is a 2-piece molecular cluster, C25H34N3 overall at a distorted geometry, with properties calculated with the ωB97M-V functional and the def2-TZVPD basis.

```
62
Properties=species:S:1:pos:R:3:nbo_charge:R:1
C 6.42 -1.43 0.47 -0.6330
C 5.13 -0.69 0.72 0.0067
C 5.13 0.70 0.86 -0.2116
C 3.94 1.41 1.07 -0.0072
C 4.01 2.90 1.25 -0.6465
C 2.73 0.71 1.08 0.1697
N 1.52 1.42 1.32 -0.4332
C 0.33 1.23 0.64 0.4311
C 0.14 0.54 -0.53 -0.7623
N -0.69 1.65 1.48 -0.4409
C -2.00 1.13 1.36 0.1829
C -2.42 0.11 2.24 0.0077
C -1.62 -0.28 3.44 -0.6408
C -3.59 -0.59 1.92 -0.2162
C -4.34 -0.29 0.78 -0.0011
C -5.59 -1.08 0.48 -0.6329
C -3.92 0.75 -0.05 -0.2440
C -2.76 1.48 0.23 -0.0155
C -2.31 2.63 -0.63 -0.6544
C -0.12 2.14 2.64 -0.0614
C 1.22 2.03 2.54 -0.0836
C 2.72 -0.70 1.06 -0.0100
C 1.48 -1.49 1.36 -0.6598
C 3.92 -1.37 0.83 -0.2201
H 6.25 -2.51 0.37 0.2164
H 6.91 -1.09 -0.46 0.2241
H 7.15 -1.29 1.28 0.2282
H 6.07 1.25 0.83 0.2133
H 3.02 3.34 1.43 0.2242
H 4.64 3.15 2.11 0.2286
H 4.43 3.39 0.37 0.2310
H -0.86 0.43 -0.90 0.2042
H 1.03 0.14 -1.02 0.2209
H -2.14 -1.09 3.98 0.2251
H -0.63 -0.65 3.18 0.2272
H -1.50 0.56 4.14 0.2271
H -3.90 -1.42 2.57 0.2143
H -6.05 -0.76 -0.45 0.2117
H -5.37 -2.16 0.40 0.2191
H -6.34 -0.97 1.28 0.2345
H -4.50 0.99 -0.94 0.2047
H -3.03 2.79 -1.44 0.2116
H -2.25 3.55 -0.04 0.2380
H -1.33 2.46 -1.07 0.2371
H -0.71 2.51 3.47 0.2338
H 1.99 2.29 3.26 0.2391
H 1.69 -2.56 1.24 0.2167
H 1.12 -1.34 2.39 0.2180
H 0.66 -1.25 0.68 0.2430
H 3.91 -2.46 0.76 0.2084
C -2.91 -2.21 -4.64 -0.4365
N -1.61 -1.60 -4.34 -0.2333
C -0.53 -1.76 -5.32 -0.4365
C -1.41 -0.91 -3.24 0.1245
H -2.81 -2.75 -5.58 0.2383
H -3.20 -2.90 -3.83 0.2496
H -3.69 -1.44 -4.73 0.2493
H -0.91 -2.39 -6.13 0.2377
H -0.23 -0.78 -5.73 0.2500
H 0.34 -2.23 -4.86 0.2498
H -0.44 -0.44 -3.07 0.2445
H -2.22 -0.81 -2.52 0.2386
```

LUMO = -4.717 eV
Spin multiplicity = 1
Relative energy (zero: lowest compared OMol25 entry of this formula, charge and spin) = 42.6 kcal/mol
Kohn-Sham gap = 4.22 eV
Charge = +1

=====

Below is C25H45IrN4O6SSi2 as an isolated structure at a distorted geometry, with properties calculated with the ωB97M-V functional and the def2-TZVPD basis.

```
84
Properties=species:S:1:pos:R:3:lowdin_spin:R:1
Ir -0.40 0.12 0.75 2.9999
N -4.65 -0.47 -6.56 0.0094
C -4.05 -0.55 -5.35 0.0077
C -2.69 -0.89 -5.25 0.0014
C -2.07 -0.95 -4.02 0.0059
C -2.82 -0.70 -2.88 0.0094
C -4.17 -0.37 -2.95 0.0056
C -4.78 -0.31 -4.18 0.0007
S -2.07 -0.72 -1.30 0.0269
O -0.75 -1.34 -1.35 0.1507
O -2.97 -1.23 -0.30 0.0499
N -1.73 0.84 -0.88 0.2925
C -2.60 1.48 -0.04 0.0422
N -3.83 1.82 -0.40 0.0139
C -4.56 2.45 0.51 0.0081
C -4.10 2.75 1.78 0.0108
C -2.82 2.33 2.09 0.0225
N -2.07 1.70 1.18 0.1875
H -4.14 -0.65 -7.41 0.0002
H -5.62 -0.23 -6.64 0.0002
H -2.12 -1.09 -6.15 -0.0001
H -1.03 -1.20 -3.93 0.0006
H -4.72 -0.18 -2.04 0.0002
H -5.83 -0.06 -4.25 -0.0001
H -5.56 2.72 0.19 0.0003
H -4.70 3.28 2.50 0.0011
H -2.38 2.50 3.06 0.0012
C 4.50 -0.15 0.19 0.0002
C 4.49 0.87 -0.95 0.0008
C 5.89 1.47 -1.14 0.0012
C 4.02 0.22 -2.24 0.0002
O 3.62 1.96 -0.66 0.0200
Si 2.49 2.26 0.44 0.0403
O 1.29 1.17 0.41 0.5154
O 3.19 2.26 1.91 0.0119
C 2.66 2.38 3.22 0.0005
C 3.74 3.07 4.06 0.0008
C 2.39 0.97 3.75 0.0035
C 1.37 3.19 3.24 0.0005
O 1.91 3.75 0.18 0.0137
C 1.17 4.33 -0.89 0.0005
C -0.30 4.39 -0.47 -0.0005
C 1.31 3.51 -2.18 -0.0001
C 1.72 5.74 -1.09 0.0008
H 5.23 -0.93 -0.03 0.0000
H 3.51 -0.59 0.30 0.0000
H 4.77 0.34 1.13 0.0000
H 6.59 0.69 -1.43 0.0001
H 6.23 1.93 -0.21 0.0000
H 5.86 2.23 -1.92 0.0000
H 4.68 -0.60 -2.51 0.0000
H 4.01 0.95 -3.05 0.0000
H 3.00 -0.17 -2.11 0.0001
H 4.65 2.47 4.03 0.0000
H 3.42 3.18 5.09 0.0001
H 3.96 4.05 3.63 0.0001
H 3.30 0.38 3.76 0.0002
H 1.66 0.49 3.09 0.0061
H 1.98 1.01 4.76 0.0001
H 1.53 4.15 2.76 0.0001
H 1.05 3.35 4.27 0.0000
H 0.59 2.66 2.69 0.0007
H -0.65 3.38 -0.25 -0.0008
H -0.91 4.80 -1.27 0.0000
H -0.41 5.01 0.42 0.0000
H 0.88 2.52 -2.02 -0.0002
H 2.36 3.41 -2.44 0.0000
H 0.78 4.00 -2.99 0.0000
H 1.62 6.31 -0.16 0.0000
H 1.18 6.25 -1.88 0.0001
H 2.78 5.69 -1.35 0.0000
C 1.20 -2.48 2.43 0.0653
Si -0.55 -1.69 2.37 0.2977
C -1.02 -0.87 4.05 0.0992
C -1.80 -3.07 2.03 0.0395
H 1.40 -2.83 3.45 0.0087
H 2.00 -1.81 2.14 0.0025
H 1.23 -3.34 1.76 0.0004
H -0.74 -1.55 4.85 0.0147
H -2.09 -0.70 4.09 0.0001
H -0.50 0.08 4.22 0.0007
H -1.93 -3.70 2.91 0.0068
H -1.47 -3.70 1.20 -0.0002
H -2.78 -2.67 1.76 0.0002
```

LUMO (alpha / beta) = -2.998 / -6.393 eV
Spin multiplicity = 6
Kohn-Sham gap (alpha / beta) = 7.89 / 4.50 eV
Charge = +1

=====

Number 1: M 1103.337 u. Number 2: M 376.568 u. Number 3: M 778.113 u.